A single C4H12N2O molecule at a distorted geometry. Source: the OMol25 dataset; level of theory: ωB97M-V with the def2-TZVPD basis set.

The total energy comes out at -344.282323 Eh. The structure (SMILES) is C[C@H](N)CNCO. Its frontier orbital gap is 9.85 eV. The calculation puts the HOMO energy at -8.868 eV.

Structure (XYZ):
```
19
Properties=species:S:1:pos:R:3:forces:R:3:nbo_charge:R:1
O 2.6510 -1.8435 -0.1437 -0.294 0.309 0.143 -0.72
N 0.5874 -0.5990 -0.7460 -0.540 -0.936 -0.868 -0.67
N -1.4379 0.0659 1.6649 0.674 1.950 1.849 -0.87
C -2.2771 1.8143 0.0173 3.593 -0.545 -0.722 -0.61
C -0.1782 0.6404 -0.4075 3.272 0.314 -0.770 -0.25
C 2.0524 -0.6513 -0.5875 -1.187 2.571 1.380 0.11
C -1.5170 0.4202 0.2636 -0.763 -0.475 -2.272 -0.04
H 0.6261 1.3741 0.0119 -1.734 -1.202 0.729 0.19
H 0.3138 -0.8344 -1.7243 0.505 -0.015 1.210 0.36
H 2.0198 -2.5504 -0.2484 -0.412 -0.365 -0.001 0.48
H 2.4892 -0.3720 -1.5211 0.722 0.203 -0.699 0.14
H -1.5139 2.6453 0.3084 -1.495 -1.190 -0.332 0.19
H -0.9629 -0.7959 2.0272 -0.419 1.220 -1.342 0.39
H -0.9800 0.9399 2.1300 -1.002 -2.344 -0.715 0.35
H 2.2311 0.1969 0.1788 0.287 -1.451 -1.033 0.15
H -0.2930 1.2228 -1.3154 -0.674 -0.196 -0.679 0.18
H -2.4657 1.9240 -1.0920 -0.217 -0.100 1.451 0.22
H -2.1092 -0.4095 -0.4177 1.454 1.771 1.961 0.19
H -3.0902 1.7964 0.6646 -1.771 0.481 0.710 0.22
```
Forces are in eV/Å.

***

A molecular structure, C21H28FNO5P2S at a distorted geometry. Source: the OMol25 dataset; level of theory: ωB97M-V with the def2-TZVPD basis set.

The total energy comes out at -2428.587477 Eh. Its frontier orbital gap is 7.17 eV. The calculation puts the HOMO energy at -9.076 eV.

Structure (XYZ):
```
59
Properties=species:S:1:pos:R:3:forces:R:3:nbo_charge:R:1
S -1.7879 0.8954 -1.5156 -4.100 2.826 -8.289 2.20
P -2.6734 1.8691 1.1162 -0.137 3.672 6.348 2.29
P 0.1054 1.6965 0.6021 3.508 0.543 2.543 0.93
F -1.8957 -0.7764 -1.0748 0.789 3.428 -0.342 -0.45
O -2.2515 2.9263 2.2561 -1.383 -3.938 -4.857 -1.02
O -3.2383 1.2682 -2.0184 5.082 -1.994 3.323 -0.84
O -2.5073 0.2880 1.8286 -2.000 2.876 -1.478 -0.93
O -0.8786 1.1309 -2.7844 -1.878 -1.568 6.362 -0.77
O -4.2900 2.2990 0.6376 3.781 -0.932 -0.476 -0.91
N -1.4505 1.9746 -0.1944 -1.711 -3.204 -1.411 -1.16
C -2.5571 -0.6502 -5.8692 0.113 -0.181 0.062 -0.22
C -2.2055 -1.4905 -6.9251 0.073 -0.026 0.150 -0.22
C 4.3632 5.7496 4.4160 0.008 -0.193 -0.087 -0.22
C 5.6181 5.3383 3.9676 -0.124 -0.092 -0.028 -0.21
C -1.3271 -6.1231 2.5108 -0.037 0.162 -0.104 -0.21
C 3.2555 4.9189 4.2455 0.162 -0.023 -0.055 -0.20
C -0.8811 -5.0476 0.3939 -0.082 0.029 0.199 -0.23
C -2.1412 -0.9495 -4.5716 -0.087 -0.160 -0.091 -0.14
C -0.7152 -6.1299 1.2577 -0.087 0.118 0.042 -0.21
C 1.0301 3.4027 0.4675 0.361 0.760 -1.469 -0.94
C -1.4345 -2.6277 -6.6855 -0.047 0.091 0.154 -0.22
C -2.2613 -3.9454 2.0418 0.096 -0.138 -0.045 -0.22
C -1.0232 -2.9300 -5.3871 -0.091 0.157 -0.046 -0.22
C 1.2480 0.4731 -0.2989 1.532 -0.888 -1.300 -0.77
C -1.6525 -3.9538 0.7872 0.035 -0.134 0.090 -0.16
C 4.6558 3.2727 3.1657 -0.004 0.199 0.090 -0.22
C 5.7647 4.1010 3.3411 -0.173 0.037 0.043 -0.21
C -2.1030 -5.0316 2.9019 0.108 -0.012 -0.168 -0.22
C -1.3781 -2.0917 -4.3306 -0.053 0.045 -0.228 -0.24
C 1.0071 -1.1263 0.1289 -0.793 0.717 -0.125 -0.64
C 3.4027 3.6800 3.6224 0.117 0.091 -0.010 -0.22
H 6.4827 5.9830 4.1056 -0.140 -0.102 -0.027 0.21
H 0.8940 4.0743 1.4159 0.099 -1.571 -1.773 0.27
H -2.5318 -1.2585 -7.9358 0.059 -0.034 0.147 0.21
H -1.1996 -6.9676 3.1830 -0.021 0.121 -0.101 0.21
H 2.5399 3.0316 3.4919 0.106 0.088 0.027 0.22
H -0.4265 -3.8188 -5.1994 -0.079 0.116 -0.032 0.21
H -2.5830 -5.0277 3.8768 0.074 0.000 -0.131 0.21
H 2.2781 5.2374 4.5983 0.139 -0.055 -0.049 0.22
H -2.4128 -0.2937 -3.7492 -0.063 -0.267 -0.452 0.20
H 1.0405 -1.7430 -0.8836 -0.084 1.045 2.468 0.23
H -0.4088 -5.0557 -0.5845 -0.060 0.003 0.124 0.21
H 6.7422 3.7817 2.9896 -0.140 0.050 0.052 0.21
H 1.8184 -1.4513 0.9077 -1.508 0.537 -1.743 0.23
H -2.8603 -3.0918 2.3492 0.080 -0.126 -0.065 0.21
H -0.0470 -1.2349 0.6784 2.321 0.058 -1.387 0.23
H 0.5956 3.9692 -0.4677 0.872 -0.911 1.823 0.24
H -3.1295 0.2819 2.6179 0.995 0.125 -1.165 0.52
H 4.7689 2.3102 2.6742 -0.005 0.111 0.081 0.21
H 2.1919 3.2502 0.2451 -2.589 0.152 0.623 0.25
H -1.1550 -3.2786 -7.5094 -0.047 0.081 0.113 0.21
H 4.2484 6.7159 4.8990 0.016 -0.136 -0.059 0.21
H -1.0588 -2.3283 -3.3186 -0.046 0.040 -0.124 0.21
H -3.1551 0.2378 -6.0568 0.084 -0.127 0.045 0.21
H -0.1092 -6.9799 0.9537 -0.103 0.131 0.045 0.21
H -4.2077 3.0352 -0.0379 -0.094 -1.130 0.858 0.52
H 1.3109 0.6135 -1.4764 -0.264 -0.395 2.460 0.26
H -1.7788 -3.1085 0.1158 0.000 -0.119 0.091 0.20
H 2.3548 0.7056 0.0846 -2.582 0.046 -0.640 0.26
```
Forces are in eV/Å.

***

A single C4H6O2 molecule. Source: the OMol25 dataset; level of theory: ωB97M-V with the def2-TZVPD basis set.

The total energy comes out at -306.404832 Eh. The structure (SMILES) is C#C[C@H](O)CO. Its frontier orbital gap is 11.10 eV. The calculation puts the HOMO energy at -10.301 eV.

Structure (XYZ):
```
12
Properties=species:S:1:pos:R:3:forces:R:3:nbo_charge:R:1
O -0.8031 0.5878 1.4396 -0.074 -0.103 0.114 -0.71
O 0.3649 1.1162 -1.4290 -0.217 0.150 0.081 -0.70
C 0.2096 -0.1054 0.7188 0.188 -0.106 -0.206 -0.01
C -0.3777 -1.1490 -0.1379 -0.193 -0.364 -0.355 -0.04
C -0.8959 -1.9005 -0.9224 0.213 0.280 0.316 -0.22
C 0.9285 0.9418 -0.1530 0.249 -0.054 0.267 -0.06
H 1.9661 0.6359 -0.3116 -0.139 0.008 0.003 0.18
H 0.9231 1.8732 0.4322 0.031 -0.115 -0.111 0.18
H 0.9426 -0.5512 1.4111 -0.185 0.111 -0.126 0.19
H -1.3217 -0.0630 1.9279 -0.018 0.102 -0.065 0.48
H -0.5943 1.1546 -1.3246 0.084 0.072 -0.097 0.47
H -1.3420 -2.5403 -1.6511 0.061 0.020 0.181 0.24
```
Forces are in eV/Å.

***

A gas-phase ion, C4H11IN3OS (charge +1). Source: the OMol25 dataset; level of theory: ωB97M-V with the def2-TZVPD basis set.

The total energy comes out at -1094.092790 Eh. Its frontier orbital gap is 7.48 eV. The calculation puts the HOMO energy at -12.691 eV. As for the charge: +1.

Structure (XYZ):
```
21
Properties=species:S:1:pos:R:3:forces:R:3:nbo_charge:R:1
I -1.4400 -1.9441 -3.0888 0.043 0.260 -0.240 1.10
S -1.6204 0.6229 -3.2128 -0.420 -0.526 0.601 0.22
O -2.1212 -2.1542 -1.4114 0.040 0.401 0.036 -0.98
N -2.4744 0.7042 -1.7619 -0.072 -0.048 -0.633 -0.73
N -0.5878 0.8186 -0.4601 -0.003 0.100 -0.343 -0.55
N -2.6410 0.3345 0.5147 0.109 0.012 0.311 -0.75
C 0.3050 0.6192 0.6677 0.241 -0.529 0.342 -0.22
C -1.8775 0.5792 -0.5404 0.309 0.164 0.045 0.69
C 1.0359 -0.7236 0.5594 0.003 0.224 -0.049 -0.41
C 1.9600 -0.7760 -0.6510 -0.137 -0.078 0.189 -0.62
H 0.3054 -1.5326 0.5050 -0.053 -0.029 0.093 0.22
H -2.2208 0.1955 1.4208 -0.058 0.061 -0.114 0.43
H -0.2520 0.6814 1.6022 0.020 0.129 -0.014 0.20
H 1.3978 -0.7546 -1.5838 0.001 0.015 -0.135 0.19
H 1.0309 1.4347 0.6508 -0.146 0.025 0.090 0.23
H 2.6575 0.0579 -0.6385 0.124 0.093 -0.061 0.21
H 2.5357 -1.6965 -0.6375 0.069 -0.065 -0.081 0.24
H -3.5859 0.0067 0.4087 0.014 -0.082 -0.112 0.43
H -0.1270 1.0414 -1.3364 -0.227 -0.036 0.040 0.43
H 1.6226 -0.8557 1.4679 -0.035 -0.036 0.078 0.23
H -3.4830 0.6084 -1.7939 0.179 -0.054 -0.041 0.43
```
Forces are in eV/Å.

***

no.,E_LUMO (eV)
1,1.0
2,-1.9
3,0.8
4,-5.2